The following is a quantum chemistry calculation of a structure of composition C44H78Br3Cl2F6IN2O14PS, from the OMol25 dataset.

The total charge is +1. The LUMO energy comes out at -4.853 eV.

XYZ file:
```
152
Properties=species:S:1:pos:R:3:lowdin_charge:R:1
C -3.273 1.971 5.772 -0.122
C -3.810 1.981 4.192 -0.182
C -3.896 0.374 3.748 -0.170
O -2.859 0.149 2.719 -0.270
C -2.629 -1.267 2.472 -0.156
C -2.069 -1.713 0.964 -0.172
C -3.046 -2.960 0.508 -0.460
Br -3.984 -3.212 -1.296 0.673
C -3.375 -4.173 1.368 -0.576
C -2.749 -4.460 2.823 -0.134
Br -4.639 -5.648 0.704 0.603
N -2.239 -0.397 0.239 -0.004
C -3.544 0.029 -0.234 -0.220
F -3.832 -0.032 -1.718 -0.045
F -4.783 -0.591 0.384 0.003
F -4.043 1.431 0.064 0.008
C -1.039 0.407 -0.037 -0.489
Cl -0.735 0.133 -1.899 0.741
C -1.180 2.051 0.087 -0.102
C -1.587 2.853 -1.274 -0.223
O -0.410 3.339 -2.071 -0.080
C -2.267 4.287 -0.728 -0.163
F -1.635 4.751 0.556 0.000
F -3.745 4.254 -0.692 0.028
F -1.885 5.350 -1.733 -0.009
C 0.399 0.079 0.760 -0.513
C 1.616 0.716 -0.103 -0.246
C 2.902 1.427 0.591 -0.268
C 2.634 2.942 1.207 -0.169
C 3.880 3.305 2.221 -0.247
O 3.448 3.916 3.489 -0.165
P 0.304 0.354 2.651 0.747
O -0.315 1.997 3.038 -0.394
Br 2.268 0.570 3.796 0.374
N 0.591 -1.435 0.566 -0.376
I 2.451 -2.086 1.354 1.260
C -0.553 -2.336 0.916 -0.344
O -0.079 -2.881 2.241 -0.207
C -0.352 -3.686 -0.052 -0.124
C -0.595 -3.537 -1.647 -0.220
C 0.802 -3.507 -2.563 -0.209
C 0.372 -2.977 -4.082 -0.241
S 1.710 -1.872 -4.869 0.484
O 1.457 -1.910 -6.420 -0.427
O 1.559 -0.374 -4.457 -0.434
Cl 3.580 -2.700 -4.466 0.411
H -3.261 3.064 6.196 0.062
H -2.184 1.521 5.766 0.071
H -3.961 1.228 6.394 0.096
H -4.917 2.399 4.143 0.124
H -3.124 2.614 3.484 0.092
H -3.589 -0.303 4.676 0.133
H -4.971 0.106 3.346 0.144
H -2.006 -1.673 3.366 0.122
H -3.715 -1.753 2.607 0.144
H -1.651 -4.907 2.688 0.099
H -3.336 -5.391 3.293 0.054
H -2.841 -3.661 3.659 0.095
H -1.907 2.253 1.015 0.141
H -0.191 2.600 0.471 0.128
H -2.427 2.376 -1.928 0.153
H -0.624 3.330 -3.049 0.129
H 1.307 1.613 -0.840 0.129
H 2.129 -0.031 -0.888 0.114
H 3.624 1.669 -0.339 0.132
H 3.584 0.748 1.258 0.038
H 1.570 3.102 1.655 0.092
H 2.723 3.720 0.304 0.132
H 4.487 2.322 2.480 0.110
H 4.631 4.029 1.691 0.132
H 3.572 3.246 4.228 0.073
H -0.748 1.846 3.950 0.059
H 0.811 -1.622 -0.437 0.058
H 0.146 -3.850 2.161 0.089
H -0.890 -4.653 0.400 0.143
H 0.783 -4.075 -0.012 0.109
H -1.174 -4.511 -2.013 0.133
H -1.224 -2.628 -2.010 0.044
H 1.323 -4.560 -2.628 0.133
H 1.581 -2.736 -2.154 0.086
H -0.604 -2.306 -4.074 0.114
H 0.109 -3.909 -4.761 0.139
C -2.677 5.940 3.979 -0.014
C -3.513 5.957 5.230 -0.475
O -4.163 4.972 5.578 0.029
C -3.524 7.226 6.040 -0.021
H -2.765 4.960 3.497 0.062
H -3.032 6.705 3.284 0.093
H -1.627 6.113 4.231 0.088
H -3.917 8.048 5.437 0.090
H -2.513 7.456 6.384 0.087
H -4.170 7.092 6.915 0.088
C 5.021 -6.505 -1.615 -0.020
C 5.101 -5.028 -1.337 -0.494
O 4.099 -4.378 -1.040 -0.026
C 6.454 -4.375 -1.437 -0.014
H 3.984 -6.839 -1.506 0.082
H 5.348 -6.709 -2.637 0.092
H 5.642 -7.051 -0.900 0.091
H 6.845 -4.484 -2.452 0.094
H 7.138 -4.827 -0.715 0.091
H 6.360 -3.308 -1.211 0.086
C 1.227 1.487 -10.812 -0.025
C 2.236 0.976 -9.818 -0.487
O 3.423 0.856 -10.117 0.046
C 1.737 0.619 -8.444 -0.034
H 1.730 1.704 -11.760 0.083
H 0.462 0.727 -10.988 0.085
H 0.771 2.407 -10.438 0.086
H 0.994 -0.180 -8.514 0.068
H 1.303 1.501 -7.965 0.090
H 2.575 0.265 -7.834 0.073
C -3.913 0.785 -7.615 -0.025
C -2.498 0.327 -7.854 -0.484
O -1.949 0.490 -8.942 0.055
C -1.782 -0.336 -6.708 -0.024
H -4.304 1.245 -8.529 0.087
H -4.542 -0.071 -7.359 0.086
H -3.933 1.526 -6.813 0.085
H -2.316 -1.242 -6.411 0.087
H -1.707 0.356 -5.865 0.084
H -0.771 -0.613 -7.025 0.056
C 6.510 1.583 -4.666 -0.019
C 5.668 0.585 -3.916 -0.491
O 6.151 -0.460 -3.483 0.025
C 4.213 0.915 -3.718 -0.045
H 7.538 1.213 -4.733 0.087
H 6.118 1.714 -5.678 0.091
H 6.516 2.538 -4.134 0.087
H 3.719 1.016 -4.688 0.082
H 4.117 1.840 -3.144 0.085
H 3.730 0.105 -3.161 0.045
C -3.775 -8.314 6.378 -0.018
C -3.714 -7.878 4.938 -0.465
O -3.193 -6.812 4.615 0.015
C -4.316 -8.797 3.909 -0.015
H -3.302 -7.553 7.008 0.087
H -4.816 -8.427 6.688 0.092
H -3.236 -9.256 6.504 0.091
H -5.382 -8.932 4.110 0.093
H -3.801 -9.761 3.925 0.092
H -4.200 -8.354 2.915 0.068
C 2.903 5.941 5.891 -0.023
C 3.121 5.753 7.369 -0.491
O 3.211 4.631 7.863 0.046
C 3.224 6.992 8.218 -0.028
H 2.848 4.961 5.405 0.052
H 1.962 6.470 5.719 0.086
H 3.738 6.499 5.461 0.094
H 2.298 7.568 8.150 0.085
H 4.074 7.597 7.891 0.087
H 3.381 6.704 9.263 0.086
```